*a*
16
Properties=species:S:1:pos:R:3:lowdin_charge:R:1 method="wB97M-V/def2-TZVPD" lumo_ev=0.963 orbital_gap_ev=10.75 smiles=C[C@@H]1C[C@@](N)(O)O1 spin_multiplicity=1
C -2.156 0.129 -0.106 -0.0448
C -0.773 -0.204 -0.616 -0.3650
C 0.174 -0.997 0.287 -0.0247
C 1.176 0.131 0.022 -0.6386
N 1.872 0.609 1.151 0.1390
O 2.114 -0.100 -0.985 0.0449
O 0.114 0.940 -0.576 -0.0383
H -2.076 0.682 0.836 0.0843
H -2.727 -0.788 0.073 0.0838
H -2.718 0.745 -0.817 0.0801
H -0.828 -0.622 -1.633 0.1439
H -0.151 -1.009 1.332 0.1185
H 0.500 -1.992 -0.019 0.1208
H 2.545 1.328 0.918 0.0942
H 1.259 0.896 1.903 0.0917
H 1.675 0.253 -1.770 0.1101

=====

*b*
16
Properties=species:S:1:pos:R:3:lowdin_charge:R:1 method="wB97M-V/def2-TZVPD" lumo_ev=0.926 orbital_gap_ev=10.62 smiles="CCNC(=O)OC" spin_multiplicity=1
C -2.409 0.759 0.836 -0.0909
C -1.662 -0.436 0.253 -0.2383
N -0.521 -0.040 -0.549 0.0657
C 0.752 -0.361 -0.198 -0.5839
O 1.075 -1.092 0.717 0.0786
O 1.631 0.256 -1.022 -0.0432
C 2.997 -0.027 -0.739 -0.0604
H -2.837 1.386 0.044 0.0696
H -3.233 0.424 1.475 0.0720
H -1.737 1.380 1.437 0.0760
H -1.259 -1.070 1.047 0.1144
H -2.341 -1.055 -0.347 0.1144
H -0.642 0.600 -1.319 0.1466
H 3.577 0.669 -1.348 0.0909
H 3.211 0.120 0.322 0.0926
H 3.243 -1.058 -1.009 0.0958

=====

*c*
16
Properties=species:S:1:pos:R:3:lowdin_charge:R:1 method="wB97M-V/def2-TZVPD" lumo_ev=0.869 orbital_gap_ev=10.42 spin_multiplicity=1
H -1.051 1.001 0.474 0.0667
N -0.915 0.832 -0.527 0.1168
C 0.000 -0.028 -0.690 -0.1870
C 0.770 -0.696 0.418 -0.2243
O 0.336 -0.189 1.647 -0.2047
C 0.925 -0.836 2.747 -0.1070
H 0.260 -0.317 -1.714 0.1004
H 0.617 -1.788 0.356 0.1317
H 1.850 -0.519 0.269 0.1323
H 0.665 -1.905 2.768 0.0916
H 2.022 -0.742 2.730 0.0914
H 0.539 -0.357 3.649 0.0919
C -1.505 1.387 -3.019 -0.2036
O -0.947 0.490 -3.608 -0.0487
H -1.001 2.342 -2.786 0.0761
H -2.565 1.325 -2.712 0.0765

=====

Which one is the least stable? From the structures above, *c*.